[1]
{"formula": "C34H86F3O12Zn", "method": "ωB97M-V with the def2-TZVPD basis set", "elements": ["Zn", "C", "O", "O", "C", "F", "F", "F", "C", "C", "H", "H", "H", "H", "H", "H", "C", "C", "C", "O", "H", "H", "H", "H", "H", "H", "H", "H", "C", "C", "C", "O", "H", "H", "H", "H", "H", "H", "H", "H", "C", "C", "C", "O", "H", "H", "H", "H", "H", "H", "H", "H", "C", "C", "C", "O", "H", "H", "H", "H", "H", "H", "H", "H", "C", "C", "C", "O", "H", "H", "H", "H", "H", "H", "H", "H", "C", "C", "C", "O", "H", "H", "H", "H", "H", "H", "H", "H", "C", "C", "C", "O", "H", "H", "H", "H", "H", "H", "H", "H", "C", "C", "C", "O", "H", "H", "H", "H", "H", "H", "H", "H", "C", "C", "C", "O", "H", "H", "H", "H", "H", "H", "H", "H", "C", "C", "C", "O", "H", "H", "H", "H", "H", "H", "H", "H"], "coordinates": [[-12.5463, -14.8942, 18.6645], [-9.9424, -12.9075, 18.2464], [-9.3886, -13.4960, 19.3963], [-11.2262, -13.3911, 18.1409], [-9.6197, -11.3985, 18.0640], [-8.2826, -11.2608, 18.0918], [-10.0729, -10.9038, 16.9417], [-10.1740, -10.6614, 19.1065], [-7.9879, -13.8245, 19.5692], [-7.7833, -14.1910, 20.9978], [-8.1212, -13.4051, 21.6732], [-8.3951, -15.0807, 21.1466], [-6.8120, -14.6389, 21.2078], [-7.3336, -12.9683, 19.4053], [-7.6069, -14.7286, 19.0943], [-9.4288, -13.4040, 17.4231], [-11.4092, -10.8632, 26.3375], [-10.2331, -10.6561, 25.3640], [-9.6370, -11.9812, 24.8820], [-10.7151, -9.9740, 24.2973], [-11.1449, -11.4310, 27.2297], [-12.2736, -11.3449, 25.8805], [-11.7949, -9.9110, 26.7016], [-9.4029, -10.1344, 25.8403], [-9.3791, -11.8865, 23.8272], [-10.2713, -12.8636, 24.9663], [-8.7173, -12.3010, 25.3720], [-10.0470, -9.8178, 23.6259], [-10.5933, -10.7104, 11.7092], [-10.4305, -12.1026, 12.2219], [-11.2195, -12.4604, 13.4181], [-10.8932, -13.0231, 11.2141], [-10.4632, -10.5019, 10.6473], [-9.9197, -10.1413, 12.3500], [-11.5261, -10.3565, 12.1483], [-9.3982, -12.3372, 12.4816], [-10.9646, -13.4171, 13.8740], [-12.3031, -12.3549, 13.4702], [-10.7237, -11.8538, 14.1759], [-11.8489, -13.0626, 11.1325], [-7.7605, -9.0142, 14.9063], [-7.1539, -8.6356, 16.3451], [-5.6209, -8.6381, 16.2006], [-7.6632, -7.4312, 16.6887], [-8.8405, -9.1601, 14.8848], [-7.3745, -10.0045, 14.6646], [-7.5372, -8.2307, 14.1822], [-7.4990, -9.4267, 17.0109], [-5.3260, -8.0819, 15.3108], [-5.1121, -9.5978, 16.1098], [-5.1400, -8.2256, 17.0875], [-8.4525, -7.5539, 17.2211], [-14.5757, -12.3679, 21.4368], [-13.2124, -12.6836, 20.8630], [-11.9727, -12.3175, 21.6875], [-13.2342, -14.0450, 20.4746], [-14.6249, -11.4171, 21.9676], [-14.6401, -13.0909, 22.2499], [-15.3997, -12.4835, 20.7328], [-12.9034, -12.1815, 19.9462], [-11.5705, -13.2494, 22.0850], [-12.1039, -11.5530, 22.4532], [-11.1903, -11.8953, 21.0569], [-13.6804, -14.4447, 21.2247], [-4.4880, -13.5443, 21.6693], [-3.1199, -13.0981, 22.3115], [-3.2980, -12.5722, 23.8111], [-2.3483, -14.2433, 22.2521], [-4.2784, -13.8068, 20.6323], [-5.1532, -12.6904, 21.7979], [-4.9431, -14.3808, 22.1996], [-2.6006, -12.3158, 21.7579], [-3.6927, -11.5566, 23.7806], [-2.3416, -12.4706, 24.3239], [-3.8354, -13.3157, 24.3999], [-2.3363, -14.6824, 23.1057], [-9.5040, -16.1223, 23.6861], [-8.4448, -17.1945, 24.0938], [-7.3974, -17.4664, 23.0660], [-7.8670, -16.8373, 25.3472], [-10.0804, -16.3561, 22.7910], [-9.0599, -15.1429, 23.5082], [-10.1968, -16.0072, 24.5198], [-9.0755, -18.0684, 24.2569], [-6.9547, -18.4410, 23.2717], [-6.6245, -16.7043, 23.1651], [-7.7486, -17.4121, 22.0355], [-8.4744, -16.9709, 26.0784], [-6.9738, -7.8892, 20.7018], [-7.4743, -9.1708, 21.2499], [-6.4032, -10.2398, 21.2585], [-7.9746, -9.0781, 22.5700], [-7.8114, -7.1981, 20.6075], [-6.4137, -7.8932, 19.7667], [-6.1914, -7.3428, 21.2286], [-8.2924, -9.4557, 20.5884], [-6.1764, -10.5891, 22.2658], [-5.3894, -9.9099, 21.0315], [-6.7628, -11.1676, 20.8134], [-7.1858, -8.9581, 23.1037], [-7.7181, -13.6068, 15.3776], [-6.7518, -14.1700, 14.3109], [-7.4346, -15.4171, 13.7209], [-6.4997, -13.2213, 13.2890], [-8.6795, -13.1453, 15.1518], [-7.2851, -12.7831, 15.9452], [-7.8978, -14.3847, 16.1197], [-5.8525, -14.5457, 14.7989], [-6.7427, -15.9481, 13.0672], [-8.2301, -15.1373, 13.0302], [-7.7823, -16.0335, 14.5499], [-6.0549, -12.4247, 13.5876], [-10.6971, -5.7841, 18.2788], [-10.4309, -7.1249, 19.1142], [-11.7299, -7.8745, 19.2362], [-9.4759, -7.9703, 18.4409], [-11.4151, -5.1106, 18.7468], [-11.0504, -5.9986, 17.2702], [-9.7335, -5.2980, 18.1261], [-10.0539, -6.8034, 20.0851], [-11.8477, -8.3929, 18.2846], [-12.4675, -7.1479, 19.5769], [-11.6706, -8.6799, 19.9683], [-9.6633, -8.8464, 18.7856], [-10.6740, -16.0336, 15.3975], [-12.1161, -15.5302, 15.3757], [-12.9982, -16.0384, 14.3232], [-12.7964, -16.0228, 16.5442], [-10.5258, -17.1090, 15.2996], [-10.1574, -15.6994, 16.2973], [-10.1974, -15.5825, 14.5272], [-12.1405, -14.4408, 15.4010], [-13.1598, -17.1148, 14.2655], [-12.6527, -15.8040, 13.3163], [-14.0063, -15.6256, 14.2852], [-12.8685, -16.9658, 16.3793]], "multiplicity": 2, "lumo_energy_ev": [0.371, -0.427], "energy_ev": -117787.3628}

[2]
{"formula": "CH4NS", "method": "ωB97M-V with the def2-TZVPD basis set", "elements": ["S", "H", "C", "N", "H", "H", "H"], "coordinates": [[0.7517, -1.0235, -1.0534], [1.4750, -2.1451, -0.9279], [-0.4923, 1.3124, 0.6213], [-1.3089, 1.1021, 1.5784], [0.5322, 1.6081, 0.8637], [-0.7638, 1.2650, -0.4356], [-0.9729, 0.3647, 2.1978]], "multiplicity": 1, "charge": -1, "lumo_energy_ev": 4.534, "energy_ev": -13426.1546, "e_above_lowest_kj_mol": 134.19}

[3]
{"formula": "C2H5ClNS", "method": "ωB97M-V with the def2-TZVPD basis set", "elements": ["C", "C", "N", "S", "Cl", "H", "H", "H", "H", "H"], "coordinates": [[0.3079, 0.5540, 1.1933], [-0.0080, -0.5956, -0.8673], [-1.1947, -0.2120, -1.2808], [1.4343, 0.2902, 2.3680], [-0.3803, 2.0932, 1.1777], [0.1457, -1.5496, -0.2534], [0.7697, 0.0360, -1.0480], [2.2777, -0.7180, 1.7296], [-2.1424, -0.6271, -1.3318], [-1.2099, 0.7289, -1.6874]], "multiplicity": 3, "charge": 1, "lumo_energy_ev": [-5.065, -7.048], "energy_ev": -26990.7626}

[4]
{"formula": "C64H63CsFN3O2P2S2", "method": "ωB97M-V with the def2-TZVPD basis set", "elements": ["Cs", "C", "C", "C", "C", "C", "C", "C", "C", "C", "C", "C", "C", "N", "C", "C", "C", "C", "C", "C", "F", "H", "H", "H", "H", "H", "H", "H", "H", "H", "H", "H", "H", "H", "H", "H", "H", "H", "H", "H", "H", "H", "C", "C", "C", "C", "N", "C", "C", "C", "C", "C", "C", "C", "H", "H", "H", "H", "H", "H", "H", "H", "C", "S", "C", "C", "C", "N", "P", "C", "C", "C", "C", "C", "C", "C", "C", "C", "C", "C", "C", "P", "C", "C", "C", "C", "C", "C", "C", "C", "C", "C", "C", "C", "H", "H", "H", "H", "H", "H", "H", "H", "H", "H", "H", "H", "H", "H", "H", "H", "H", "H", "H", "H", "H", "H", "H", "H", "H", "H", "H", "H", "H", "O", "C", "O", "C", "C", "C", "C", "S", "C", "C", "H", "H", "H", "H", "H"], "coordinates": [[-0.1881, -0.0775, 0.9241], [-5.0685, 0.1598, 2.5540], [-4.6590, 1.4308, 1.8090], [-3.7748, 1.0921, 0.6110], [-4.0170, 2.5052, 2.6733], [-4.6567, 3.7388, 2.7481], [-4.1139, 4.7993, 3.4538], [-2.8917, 4.6251, 4.0795], [-2.2083, 3.4117, 4.0362], [-0.8618, 3.3586, 4.7540], [0.2958, 2.7871, 3.9350], [-0.9187, 2.6961, 6.1317], [-2.7817, 2.3152, 3.3439], [-2.0985, 1.0982, 3.2643], [-2.2100, 0.2525, 4.2877], [-3.0902, 0.3300, 5.4055], [-3.1118, -0.6361, 6.3996], [-2.2754, -1.7456, 6.3728], [-1.3913, -1.8665, 5.2940], [-1.3869, -0.9050, 4.3260], [-0.5062, -1.0385, 3.2725], [-5.6789, -0.4680, 1.8967], [-5.6527, 0.3903, 3.4485], [-4.2021, -0.4217, 2.8649], [-5.5809, 1.8789, 1.4217], [-2.8086, 0.7758, 0.9961], [-3.6265, 1.9629, -0.0335], [-4.1952, 0.2903, 0.0000], [-5.6018, 3.8614, 2.2263], [-4.6302, 5.7517, 3.5031], [-2.4382, 5.4534, 4.6175], [-0.6156, 4.4125, 4.9320], [0.2349, 1.7010, 3.8687], [1.2484, 3.0517, 4.4037], [0.2984, 3.1783, 2.9163], [-1.1017, 1.6244, 6.0578], [-1.7134, 3.1254, 6.7482], [0.0342, 2.8396, 6.6517], [-3.7563, 1.1831, 5.4687], [-3.8114, -0.5132, 7.2202], [-2.3026, -2.4957, 7.1517], [-0.7017, -2.6970, 5.1969], [-0.5848, 4.9076, -0.8340], [0.6502, 5.5323, -0.8646], [1.7519, 4.8505, -0.3802], [1.5982, 3.5556, 0.1194], [0.4048, 2.9517, 0.1376], [-0.6487, 3.6201, -0.3244], [2.7597, 2.8741, 0.7706], [3.2961, 3.6207, 1.8323], [4.3259, 3.1386, 2.6174], [4.8072, 1.8644, 2.3517], [4.2704, 1.1388, 1.3031], [3.2694, 1.6020, 0.4372], [-1.4847, 5.3881, -1.1952], [0.7586, 6.5345, -1.2633], [2.7380, 5.2971, -0.3834], [-1.6014, 3.0976, -0.2834], [2.8588, 4.5874, 2.0605], [4.7080, 3.7257, 3.4443], [5.5887, 1.4268, 2.9643], [4.6354, 0.1247, 1.1705], [1.4879, -0.8616, -6.3014], [3.1856, -1.4682, -6.3071], [3.0365, -3.0063, -5.3533], [3.2265, -2.8838, -3.8460], [2.1784, -2.0020, -3.1763], [2.3598, -1.8735, -1.7312], [2.7435, -0.0378, -0.7680], [4.3797, -0.0763, -1.6571], [5.4883, -0.6898, -1.0663], [6.6974, -0.8160, -1.7325], [6.8370, -0.3470, -3.0319], [5.7438, 0.2350, -3.6505], [4.5377, 0.3677, -2.9713], [1.6563, 0.9185, -1.9342], [2.0271, 2.1642, -2.4398], [1.1806, 2.8941, -3.2628], [-0.0751, 2.3991, -3.5866], [-0.4705, 1.1657, -3.0886], [0.3901, 0.4373, -2.2790], [1.1728, -2.7035, -0.8390], [1.2298, -4.4261, -1.5102], [0.1261, -4.8755, -2.2289], [0.1341, -6.1380, -2.8179], [1.2415, -6.9606, -2.6865], [2.3482, -6.5209, -1.9648], [2.3401, -5.2623, -1.3851], [1.9751, -3.0754, 0.7866], [3.3191, -2.8760, 1.0801], [3.8280, -3.1992, 2.3310], [2.9967, -3.7364, 3.3064], [1.6549, -3.9542, 3.0208], [1.1500, -3.6185, 1.7732], [1.4609, 0.0068, -6.9611], [1.1512, -0.5515, -5.3118], [0.8034, -1.6155, -6.6932], [3.7870, -3.6784, -5.7759], [2.0615, -3.4447, -5.5880], [4.2169, -2.4746, -3.6253], [3.1930, -3.8875, -3.4126], [1.1712, -2.3620, -3.4596], [2.2391, -1.0104, -3.6366], [5.4147, -1.1079, -0.0709], [7.5282, -1.2995, -1.2306], [7.7808, -0.4490, -3.5554], [5.8076, 0.5724, -4.6789], [3.7050, 0.7971, -3.5055], [2.9949, 2.5735, -2.1742], [1.4965, 3.8616, -3.6358], [-0.7428, 2.9743, -4.2180], [-1.4435, 0.7385, -3.3079], [0.0312, -0.5323, -1.9481], [-0.7446, -4.2326, -2.3294], [-0.7332, -6.4709, -3.3767], [1.2465, -7.9441, -3.1429], [3.2179, -7.1600, -1.8594], [3.2077, -4.9154, -0.8343], [3.9603, -2.4718, 0.3076], [4.8776, -3.0266, 2.5451], [3.3917, -3.9775, 4.2864], [0.9960, -4.3696, 3.7747], [0.0983, -3.7818, 1.5530], [-8.9126, -0.4475, -2.8005], [-7.8731, -0.1550, -3.6335], [-8.1168, 0.4310, -4.6566], [-6.5317, -0.5914, -3.2026], [-5.4636, -0.4274, -4.0917], [-4.1879, -0.8248, -3.7581], [-3.8844, -1.4164, -2.5100], [-2.2826, -1.8944, -2.0757], [-4.9747, -1.5675, -1.6225], [-6.2505, -1.1672, -1.9560], [-8.5725, -0.9533, -2.0563], [-5.6619, 0.0181, -5.0584], [-3.3790, -0.6911, -4.4671], [-4.7827, -2.0027, -0.6497], [-7.0134, -1.2982, -1.1915]], "multiplicity": 1, "charge": -2, "lumo_energy_ev": 3.440, "energy_ev": -119472.5365, "e_above_lowest_kj_mol": 46.25}